1.
97
Properties=species:S:1:pos:R:3 method="wB97M-V/def2-TZVPD" s2=2.0513 multiplicity=3 charge=+1 e_homo_ev="-7.132 / -10.344"
C -0.26 1.98 -1.87
C 0.48 -0.23 -2.29
C -0.02 2.33 -3.20
C 0.76 0.08 -3.63
C 0.48 1.37 -4.09
H -0.21 3.36 -3.53
H 1.19 -0.68 -4.29
H 0.67 1.64 -5.14
N -0.05 0.70 -1.44
P 0.03 2.49 0.85
P -0.41 -2.08 -0.37
C -0.68 2.98 -0.82
H -0.43 4.01 -1.15
H -1.78 2.93 -0.67
C -0.43 -0.28 2.54
O -0.44 -0.56 3.68
C 0.90 -1.51 -1.63
H 1.18 -2.27 -2.38
C 0.39 -3.62 0.48
C -1.91 -2.64 -1.43
C 1.85 3.08 0.83
C -0.97 3.56 2.08
C 0.81 -3.24 1.92
H -0.06 -3.20 2.59
H 1.50 -4.03 2.29
H 1.33 -2.27 1.98
C -0.65 -4.75 0.62
H -1.48 -4.46 1.28
H -1.05 -5.10 -0.34
H -0.15 -5.62 1.10
C 1.62 -4.12 -0.30
H 1.80 -5.18 -0.05
H 1.49 -4.05 -1.39
H 2.53 -3.56 -0.02
C -3.05 -3.11 -0.48
H -2.88 -2.76 0.54
H -4.00 -2.68 -0.84
H -3.16 -4.21 -0.47
C -2.44 -1.42 -2.20
H -2.42 -0.50 -1.59
H -1.88 -1.24 -3.13
H -3.49 -1.61 -2.48
C -1.56 -3.74 -2.45
H -0.48 -3.99 -2.42
H -2.14 -4.66 -2.31
H -1.78 -3.36 -3.47
C -0.49 3.26 3.52
H -1.35 3.32 4.20
H -0.07 2.24 3.59
H 0.27 3.97 3.87
C -2.45 3.16 1.99
H -2.83 3.15 0.96
H -2.62 2.16 2.42
H -3.05 3.89 2.57
C -0.88 5.07 1.78
H -1.88 5.52 1.88
H -0.20 5.61 2.46
H -0.55 5.26 0.74
C 2.59 2.26 -0.26
H 3.18 2.90 -0.93
H 3.28 1.56 0.24
H 1.88 1.66 -0.85
C 2.46 2.71 2.20
H 2.12 1.70 2.50
H 3.56 2.69 2.11
H 2.20 3.43 2.99
C 2.06 4.57 0.52
H 1.64 4.86 -0.45
H 1.64 5.23 1.30
H 3.15 4.77 0.48
Pt -0.36 0.11 0.65
N 1.72 -0.39 0.38
C 2.05 -1.06 -0.66
C 3.46 -1.37 -1.01
C 4.41 -1.48 0.03
C 3.91 -1.55 -2.34
C 5.75 -1.76 -0.24
H 4.05 -1.33 1.05
C 5.26 -1.83 -2.61
H 3.21 -1.47 -3.18
C 6.18 -1.94 -1.56
H 6.46 -1.84 0.59
H 5.59 -1.97 -3.65
H 7.23 -2.16 -1.77
C -4.73 -0.68 0.82
P -3.00 0.05 0.86
C -3.65 1.23 -0.43
C -3.21 -0.20 2.72
H -5.07 -0.97 -0.19
H -5.47 0.06 1.20
H -4.81 -1.61 1.43
H -4.25 2.05 -0.01
H -2.93 1.47 -1.21
H -4.38 0.76 -1.12
H -4.24 0.00 3.09
H -2.96 -1.25 2.96
H -2.61 0.43 3.39

---

2.
97
Properties=species:S:1:pos:R:3 method="wB97M-V/def2-TZVPD" charge=+3 e_homo_ev="-16.633 / -16.592" relative_energy_kj_mol=414.66
C -1.08 -2.11 -1.38
C 1.17 -1.39 -1.25
C -0.71 -3.29 -2.00
C 1.58 -2.66 -1.74
C 0.64 -3.60 -2.13
H -1.49 -3.96 -2.36
H 2.64 -2.84 -1.85
H 0.96 -4.54 -2.57
N -0.16 -1.22 -0.93
P -3.11 -0.83 0.19
P 2.83 1.00 -0.29
C -2.59 -1.81 -1.27
H -2.95 -1.31 -2.19
H -3.11 -2.79 -1.25
C -0.59 3.01 2.16
O -0.17 4.01 2.50
C 2.18 -0.33 -1.26
H 3.10 -0.78 -1.70
C 4.18 1.67 -1.56
C 3.60 0.76 1.55
C -4.35 0.53 -0.32
C -3.75 -2.20 1.34
C 3.81 3.15 -1.71
H 4.01 3.74 -0.80
H 4.39 3.60 -2.54
H 2.74 3.25 -1.95
C 5.64 1.50 -1.11
H 5.87 1.99 -0.16
H 5.92 0.43 -1.04
H 6.29 1.94 -1.87
C 4.03 1.02 -2.95
H 4.42 1.70 -3.72
H 4.59 0.07 -3.04
H 2.98 0.81 -3.17
C 4.22 2.09 2.02
H 3.45 2.86 2.15
H 4.70 1.93 3.00
H 4.98 2.50 1.34
C 2.50 0.40 2.56
H 1.76 1.20 2.67
H 1.97 -0.53 2.30
H 2.96 0.24 3.55
C 4.60 -0.39 1.47
H 5.45 -0.17 0.82
H 5.00 -0.60 2.48
H 4.11 -1.30 1.11
C -4.09 -1.57 2.70
H -4.54 -2.34 3.34
H -3.19 -1.19 3.20
H -4.81 -0.74 2.62
C -2.61 -3.21 1.53
H -2.31 -3.69 0.60
H -1.73 -2.74 1.99
H -2.96 -4.00 2.21
C -4.98 -2.93 0.77
H -5.20 -3.79 1.43
H -5.87 -2.30 0.73
H -4.81 -3.34 -0.24
C -4.15 0.90 -1.79
H -4.49 0.11 -2.47
H -4.75 1.80 -2.01
H -3.10 1.14 -2.02
C -4.05 1.76 0.57
H -3.02 2.14 0.43
H -4.74 2.57 0.28
H -4.20 1.55 1.64
C -5.81 0.10 -0.11
H -6.08 -0.75 -0.75
H -6.04 -0.13 0.93
H -6.45 0.95 -0.41
Pb -0.73 0.44 0.88
N 0.23 1.63 -0.89
C 0.86 1.49 -1.93
C 0.48 2.17 -3.31
C 1.41 1.96 -4.49
C -0.87 1.58 -3.67
C 0.41 3.68 -3.02
H 2.41 2.38 -4.34
H 1.47 0.91 -4.79
H 1.00 2.51 -5.36
H -1.60 1.83 -2.90
H -1.25 1.96 -4.63
H -0.79 0.47 -3.73
H -0.10 4.22 -3.83
H -0.15 3.84 -2.08
H 1.41 4.11 -2.91
C 0.27 -2.51 5.88
C -0.42 -1.30 5.77
C -0.67 -0.77 4.50
N -0.26 -1.38 3.37
C 0.43 -2.53 3.47
C 0.70 -3.14 4.70
H 0.47 -2.95 6.85
H -0.78 -0.76 6.63
H -1.19 0.19 4.38
H 0.76 -3.00 2.53
H 1.25 -4.07 4.71

---

3.
104
Properties=species:S:1:pos:R:3 method="wB97M-V/def2-TZVPD" e_homo_ev=-8.768
C 3.53 0.32 0.82
C 3.01 1.65 1.24
Cl 3.56 2.15 2.81
C 2.20 2.47 0.57
Cl 1.78 2.08 -1.07
C 1.64 3.79 1.04
O 1.10 3.78 2.37
C 0.18 2.82 2.68
O 0.31 2.15 3.66
C -1.02 2.71 1.74
O -0.67 2.02 0.57
O -0.74 0.63 0.90
H 3.15 -0.44 1.51
H 4.62 0.31 0.88
H 3.18 0.06 -0.18
H 2.42 4.55 1.07
H 0.89 4.11 0.32
H -1.81 2.20 2.29
H -1.38 3.70 1.43
H -0.52 0.24 0.05
C 6.45 1.09 -2.35
C 7.07 2.33 -1.72
C 8.14 2.00 -0.67
C 7.58 1.23 0.43
N 7.08 0.63 1.27
H 5.93 0.49 -1.60
H 5.72 1.37 -3.11
H 7.21 0.47 -2.82
H 6.30 2.94 -1.26
H 7.54 2.95 -2.50
H 8.58 2.91 -0.26
H 8.96 1.43 -1.12
C -1.22 -4.15 0.86
C -1.41 -3.78 -0.61
C -0.08 -3.49 -1.32
C 0.63 -2.37 -0.71
N 1.18 -1.48 -0.23
H -0.76 -3.34 1.42
H -2.18 -4.38 1.32
H -0.58 -5.03 0.96
H -2.06 -2.91 -0.68
H -1.91 -4.59 -1.13
H -0.26 -3.24 -2.37
H 0.57 -4.36 -1.29
C -5.61 -6.12 1.55
C -6.66 -6.05 0.45
C -6.13 -6.55 -0.90
C -5.01 -5.73 -1.37
N -4.16 -5.06 -1.74
H -4.76 -5.47 1.33
H -6.03 -5.79 2.50
H -5.23 -7.13 1.68
H -7.02 -5.03 0.34
H -7.52 -6.67 0.71
H -6.92 -6.51 -1.65
H -5.80 -7.58 -0.82
C -11.03 -3.97 -3.74
C -9.95 -3.36 -2.86
C -8.78 -4.31 -2.61
C -9.19 -5.54 -1.93
N -9.52 -6.50 -1.39
H -11.48 -4.86 -3.27
H -11.83 -3.25 -3.91
H -10.63 -4.27 -4.71
H -10.38 -3.06 -1.90
H -9.57 -2.45 -3.32
H -8.01 -3.83 -2.00
H -8.31 -4.59 -3.56
C 4.28 2.30 6.42
C 5.79 2.12 6.38
C 6.31 1.21 7.50
C 6.02 1.75 8.83
N 5.78 2.17 9.87
H 3.96 2.79 7.35
H 3.95 2.93 5.59
H 3.77 1.34 6.34
H 6.29 3.09 6.45
H 6.09 1.68 5.43
H 7.39 1.08 7.42
H 5.86 0.22 7.43
C -8.77 0.35 -7.04
C -8.57 1.61 -6.21
C -8.11 1.30 -4.78
C -9.08 0.49 -4.05
N -9.87 -0.15 -3.51
H -9.55 -0.29 -6.62
H -9.06 0.60 -8.06
H -7.84 -0.23 -7.10
H -9.50 2.18 -6.17
H -7.82 2.25 -6.67
H -7.96 2.23 -4.21
H -7.16 0.77 -4.79
C 9.38 5.86 2.08
C 10.59 6.57 1.49
C 10.76 6.31 -0.01
C 10.94 4.89 -0.30
N 11.07 3.77 -0.53
H 9.47 4.78 1.99
H 9.27 6.09 3.14
H 8.46 6.16 1.57
H 11.49 6.26 2.01
H 10.50 7.65 1.64
H 11.62 6.85 -0.41
H 9.87 6.65 -0.56

---

4.
99
Properties=species:S:1:pos:R:3 method="wB97M-V/def2-TZVPD" s2=13.0677 multiplicity=7 charge=+1 e_homo_ev="-10.043 / -9.335"
O -1.85 -0.56 0.43
O -1.08 3.48 -2.78
C -2.77 -1.14 -0.61
C -3.90 -1.92 0.04
H -2.09 -1.81 -1.20
H -3.06 -0.24 -1.16
H -3.55 -2.75 0.67
H -4.47 -2.32 -0.79
H -4.54 -1.25 0.63
C -2.37 0.23 1.56
C -2.97 1.51 1.03
H -1.47 0.43 2.19
H -3.06 -0.43 2.11
H -2.18 2.17 0.64
H -3.44 1.96 1.90
H -3.72 1.28 0.26
C -0.12 4.55 -2.70
C -2.29 3.78 -3.50
C -0.13 5.23 -1.33
H -0.29 5.29 -3.50
H 0.86 4.06 -2.85
H -1.10 5.71 -1.14
H 0.65 6.01 -1.31
H 0.08 4.50 -0.54
C -3.08 4.98 -2.98
H -2.90 2.86 -3.42
H -2.01 3.95 -4.55
H -3.35 4.85 -1.92
H -4.01 5.05 -3.55
H -2.53 5.92 -3.11
H 0.46 1.17 -3.09
N -0.12 -2.11 2.92
C 0.84 -2.94 3.58
C 2.28 -2.40 3.46
C 2.85 -1.62 2.47
C 0.48 -3.55 4.93
H -0.38 -4.20 4.76
H 0.24 -2.85 5.76
H 1.40 -4.14 5.12
C 4.33 -1.36 2.49
H 4.50 -0.28 2.50
H 4.80 -1.83 1.61
H 4.68 -1.83 3.41
N 2.18 -1.01 1.45
C -1.49 -2.34 3.39
C -2.35 -3.42 3.01
C -1.98 -4.62 2.16
C -3.64 -3.45 3.55
H -4.26 -4.30 3.28
C -4.05 -2.45 4.41
H -5.05 -2.51 4.82
C -3.22 -1.41 4.80
H -3.52 -0.64 5.50
C -1.93 -1.34 4.28
C -1.01 -0.22 4.72
C 2.66 0.09 0.66
C 3.39 -0.14 -0.53
C 3.61 -1.54 -1.04
C 3.95 0.97 -1.17
H 4.54 0.79 -2.07
C 3.71 2.26 -0.69
H 4.13 3.11 -1.22
C 2.94 2.48 0.45
H 2.76 3.48 0.84
C 2.39 1.40 1.14
C 1.57 1.59 2.38
Tb 0.21 -1.47 0.40
H -2.42 -4.59 1.15
H -2.20 -5.54 2.74
H -0.94 -4.70 1.92
H -0.12 -0.06 4.08
H -0.65 -0.41 5.73
H -1.59 0.71 4.76
H 4.00 -1.47 -2.06
H 2.69 -2.15 -1.08
H 4.37 -2.08 -0.45
H 1.93 1.00 3.24
H 0.50 1.38 2.23
H 1.62 2.65 2.67
H 2.99 -2.84 4.18
C 1.42 0.88 -3.55
Si 1.33 0.60 -5.44
H 2.17 1.66 -3.35
H 1.74 -0.05 -3.06
C -0.38 0.04 -6.01
C 2.59 -0.70 -5.97
C 1.80 2.21 -6.32
H 1.93 2.00 -7.39
H 2.76 2.59 -5.92
H 1.02 2.97 -6.19
H -0.58 -0.98 -5.65
H -0.41 0.04 -7.10
H -1.16 0.71 -5.62
H 2.52 -1.59 -5.33
H 3.61 -0.28 -5.91
H 2.39 -0.99 -7.02
Se 0.83 -6.06 3.32
C 0.59 -4.32 2.68
N 0.50 -3.36 1.75

---

5.
99
Properties=species:S:1:pos:R:3 method="wB97M-V/def2-TZVPD" e_homo_ev=-7.107 relative_energy_kj_mol=0.00
Ba 0.60 -0.68 -2.19
C 1.59 2.66 -0.41
N 0.56 1.65 -0.19
C -0.73 2.20 -0.54
C 0.57 1.30 1.23
C -0.32 0.04 1.49
N -0.04 -1.07 0.57
C -1.27 -1.96 0.36
C -2.57 -1.33 0.11
C -3.52 -1.18 1.09
C -4.80 -0.64 0.92
C -5.00 -0.16 -0.42
C -4.01 -0.22 -1.47
C -2.80 -0.78 -1.14
O -1.78 -0.71 -1.98
C -4.21 0.43 -2.88
C -3.62 -0.42 -4.01
C -3.49 1.81 -2.88
C -5.70 0.58 -3.12
C -5.83 -0.52 2.13
C -5.32 -1.19 3.39
C -6.16 0.95 2.49
C -7.07 -1.36 1.79
C 1.12 -1.97 0.96
C 2.47 -1.26 0.87
C 2.87 -0.50 1.96
C 4.02 0.23 1.96
C 4.73 0.31 0.77
C 4.29 -0.31 -0.39
C 3.13 -1.13 -0.33
O 2.61 -1.81 -1.36
C 5.04 -0.11 -1.77
C 6.19 0.89 -1.60
C 5.76 -1.44 -2.10
C 4.02 0.32 -2.87
C 4.34 1.13 3.14
C 4.54 0.29 4.38
C 5.59 1.95 2.83
C 3.19 2.11 3.40
H 1.32 3.63 0.13
H 1.80 2.94 -1.42
H 2.51 2.29 -0.02
H -0.94 2.97 0.18
H -1.50 1.45 -0.59
H -0.72 2.66 -1.51
H 0.20 2.15 1.84
H 1.55 1.13 1.53
H -1.39 0.36 1.35
H -0.39 -0.24 2.62
H -1.39 -2.58 1.25
H -1.00 -2.63 -0.48
H -3.11 -1.50 2.10
H -5.99 0.19 -0.63
H -2.57 -0.68 -3.87
H -3.81 0.15 -4.90
H -4.18 -1.37 -4.07
H -2.48 1.70 -2.48
H -4.03 2.48 -2.19
H -3.58 2.22 -3.91
H -6.29 -0.32 -3.27
H -5.81 1.11 -4.08
H -6.19 1.04 -2.28
H -4.64 -0.54 3.82
H -4.87 -2.18 3.23
H -6.16 -1.39 4.03
H -5.24 1.44 2.86
H -6.87 0.99 3.27
H -6.52 1.51 1.61
H -6.62 -2.37 1.68
H -7.50 -1.06 0.86
H -7.86 -1.31 2.56
H 1.06 -2.81 0.24
H 1.09 -2.45 1.96
H 2.25 -0.53 2.84
H 5.60 0.84 0.75
H 6.93 0.62 -0.84
H 5.83 1.90 -1.46
H 6.73 0.87 -2.54
H 6.23 -1.89 -1.21
H 6.55 -1.33 -2.85
H 4.95 -2.17 -2.37
H 3.44 1.18 -2.46
H 3.44 -0.52 -3.16
H 4.55 0.75 -3.72
H 5.42 -0.34 4.23
H 3.69 -0.39 4.54
H 4.62 0.91 5.26
H 6.41 1.23 2.62
H 5.89 2.41 3.76
H 5.48 2.71 2.10
H 2.33 1.53 3.64
H 2.97 2.78 2.59
H 3.33 2.75 4.31
N 1.67 -2.96 -3.76
N 0.36 -3.36 -3.33
H 2.05 -3.63 -4.41
H 2.36 -2.93 -3.01
H 0.34 -4.35 -3.05
H -0.32 -3.15 -4.08

---

Number 1: calculated total energy -2656.92063 a.u.. Number 2: calculated total energy -2443.12066 a.u.. Number 3: calculated total energy -2934.19493 a.u.. Number 4: calculated total energy -5159.39924 a.u.. Number 5: calculated total energy -1725.34649 a.u..